An isolated molecule of C3H4NO2P at a distorted geometry. Source: OMol25; level of theory: ωB97M-V with the def2-TZVPD basis set.

## Properties
Energy above the lowest of the compared OMol25 structures with the same formula, charge and spin   272.6 kJ/mol
SMILES   C=NOCP=C=O
HOMO   -8.797 eV
Lowest unoccupied orbital energy   -0.001 Ha

Bonds (Å) are listed after each position.
Atoms and positions in Å:
1 C -0.81 1.79 1.93  N4 1.251, H8 1.072, H9 1.077
2 C 0.43 -0.70 -0.12  O6 1.331, P7 1.924, H10 1.027, H11 1.094
3 C 0.27 -1.58 -2.78  O5 1.178, P7 1.596
4 N -0.64 0.69 1.36  C1 1.251, O6 1.393
5 O 0.88 -1.99 -3.71  C3 1.178
6 O 0.35 0.52 0.40  C2 1.331, N4 1.393
7 P -0.67 -0.91 -1.69  C2 1.924, C3 1.596
8 H -1.34 1.88 2.86  C1 1.072
9 H -0.19 2.63 1.66  C1 1.077
10 H 0.22 -1.53 0.44  C2 1.027
11 H 1.50 -0.80 -0.35  C2 1.094